Version one
{
  "formula": "C3H9N3",
  "method": "ωB97M-V with the def2-TZVPD basis set",
  "species": ["C", "C", "N", "H", "H", "H", "H", "H", "N", "C", "N", "H", "H", "H", "H"],
  "coordinates": [[-1.64004, 1.19589, -1.46733], [-1.96216, -0.09194, -1.64849], [-1.22507, -1.09185, -0.98906], [-0.88025, 1.45244, -0.74673], [-2.08100, 1.91809, -2.13942], [-2.84468, -0.39278, -2.19123], [-0.49383, -0.68986, -0.41286], [-1.67068, -1.92531, -0.67790], [1.53768, 0.11738, 0.49239], [1.98009, -0.41106, 1.69215], [1.86831, 0.29788, 2.72590], [2.04180, 0.16131, -0.37962], [1.10861, 1.02197, 0.49537], [2.29276, -1.45057, 1.60364], [1.96848, -0.11160, 3.64320]],
  "nbo_charge": [-0.54, 0.02, -0.84, 0.18, 0.21, 0.19, 0.39, 0.38, -0.85, 0.28, -0.70, 0.39, 0.38, 0.15, 0.35],
  "smiles": "[H]/N=C/N.C=CN",
  "homo_energy_ha": -0.297,
  "e_lumo_ev": 1.03,
  "homo_lumo_gap_ev": 9.122
}


Version two
{
  "formula": "C3H9N3",
  "method": "ωB97M-V with the def2-TZVPD basis set",
  "species": ["C", "C", "N", "H", "H", "H", "H", "H", "N", "C", "N", "H", "H", "H", "H"],
  "coordinates": [[-0.43435, -2.20995, -1.09138], [-1.96291, -0.46931, -0.98554], [-1.09412, -1.09556, -0.31019], [-0.12255, -1.80262, -2.05055], [0.42313, -2.48309, -0.48440], [-1.18684, -2.98396, -1.18309], [-2.56262, 0.26233, -0.45014], [-2.01532, -0.47190, -2.07932], [1.01454, 2.32390, 0.45991], [1.29605, 1.32042, 1.33787], [2.21219, 1.26890, 2.21962], [0.14022, 2.39361, -0.01585], [1.39741, 3.18613, 0.82469], [0.73349, 0.39209, 1.14709], [2.16170, 0.36900, 2.66129]],
  "nbo_charge": [-0.46, -0.08, -0.38, 0.19, 0.21, 0.21, 0.17, 0.14, -0.82, 0.27, -0.73, 0.39, 0.38, 0.15, 0.34],
  "smiles": "[H]/N=C/N.C=NC",
  "homo_energy_ha": -0.340,
  "e_lumo_ev": 0.87,
  "homo_lumo_gap_ev": 10.130
}


Which of them is most stable, and which least? Most stable: version one; least stable: version two.


Version one
{
  "formula": "C3H9N3",
  "method": "ωB97M-V with the def2-TZVPD basis set",
  "species": ["C", "C", "N", "H", "H", "H", "H", "H", "N", "C", "N", "H", "H", "H", "H"],
  "coordinates": [[-1.18472, 0.85885, -3.52720], [-0.97477, -0.03591, -1.41450], [-1.78767, 0.20611, -2.34320], [-0.22458, 0.41386, -3.74171], [-1.00859, 1.89644, -3.19455], [-1.88013, 0.83117, -4.38356], [0.02500, 0.37906, -1.34260], [-1.14418, -0.67827, -0.55379], [1.80599, 0.52503, 2.79570], [0.96236, -0.30908, 2.13064], [0.74531, -1.54379, 2.40528], [2.09955, 1.36644, 2.31715], [2.52480, 0.07217, 3.34398], [0.52688, 0.07142, 1.19495], [0.89326, -1.62268, 3.44121]],
  "nbo_charge": [-0.45, -0.06, -0.38, 0.19, 0.20, 0.21, 0.12, 0.18, -0.83, 0.29, -0.71, 0.39, 0.39, 0.15, 0.32],
  "smiles": "[H]/N=C\\N.C=NC",
  "homo_energy_ha": -0.342,
  "e_lumo_ev": 0.81,
  "homo_lumo_gap_ev": 10.107
}


Version two
{
  "formula": "C3H9N3",
  "method": "ωB97M-V with the def2-TZVPD basis set",
  "species": ["C", "C", "C", "H", "H", "H", "H", "H", "H", "H", "H", "H", "N", "N", "N"],
  "coordinates": [[2.21628, 0.19692, 0.09471], [0.79400, -0.59083, -0.10514], [-1.46463, -0.48477, 0.02724], [2.92823, -0.68796, -0.18124], [2.54828, 0.43388, 1.44527], [2.22977, 1.15661, -0.53977], [0.82064, -1.03846, -1.03703], [1.10170, -1.68986, 0.48906], [-0.81113, 2.08214, 0.85385], [-1.89300, 1.29478, -0.58242], [-1.37819, -1.55155, -0.21642], [-3.37906, -0.98289, -0.42152], [-0.40781, 0.23025, 0.11671], [-0.56912, 1.68206, -0.21164], [-2.73596, -0.05033, 0.26833]],
  "nbo_charge": [-0.61, -0.22, 0.26, 0.22, 0.20, 0.24, 0.18, 0.21, 0.35, 0.40, 0.17, 0.33, -0.31, -0.66, -0.75],
  "homo_energy_ha": -0.326,
  "e_lumo_ev": 0.53,
  "homo_lumo_gap_ev": 9.410
}


Which of them is most stable, and which least? Most stable: version one; least stable: version two.